The following is a quantum chemistry calculation of a cluster of 2 separate species, C32H33NO5 in total, from the Open Molecules 2025 dataset.

The geometry in XYZ format:
```
71
Properties=species:S:1:pos:R:3:mulliken_charge:R:1
O -2.52366 -0.92750 2.31495 -0.24
O -1.69358 3.07594 -0.05018 -0.74
O -3.44406 1.78520 -0.66937 -0.30
O -1.07463 0.81901 3.31836 -0.71
O -3.13007 -0.63334 0.16071 -0.79
N 0.78831 0.38690 -3.50057 0.34
C 3.54091 -3.96917 0.53290 -0.36
C 0.13755 -0.70458 -2.98703 0.03
C -3.55120 2.69502 -1.73022 -0.13
C -0.80304 2.95680 2.52623 0.48
C 3.03262 1.51337 -2.98403 -1.03
C -2.38353 2.08348 0.13786 0.53
C -2.67790 -3.13597 3.23105 -1.24
C 3.22571 -0.47024 -1.00716 -0.18
C -1.61600 4.08380 2.51739 -0.14
C 0.94197 -1.28320 -1.97803 1.49
C 2.01799 0.56242 -2.83925 -0.08
C 1.42721 -3.03485 -0.18688 0.03
C 1.10388 4.34519 2.93384 -0.59
C 0.28354 1.25935 -4.55896 -0.90
C 4.21282 0.47231 -1.16026 -0.97
C -1.19505 -1.16190 -3.43676 -1.43
C 3.05241 -4.15300 1.82355 0.98
C -2.63716 -0.17712 1.18438 0.15
C 3.94192 -4.65644 2.90600 -1.53
C 2.12584 -0.45067 -1.87146 1.34
C -2.12864 1.18065 1.25415 -0.04
C 1.72386 -3.82717 2.08082 -0.70
C 0.58774 -2.38075 -1.15938 -0.18
C 0.55581 3.09698 2.76243 -0.56
C 0.91920 -3.30727 1.09985 -0.61
C 0.29956 5.46486 2.88683 -0.44
C 4.12498 1.44896 -2.15257 -0.74
C -4.40753 2.11806 -2.82684 -1.14
C -1.06027 5.32973 2.69300 -0.73
C 2.75968 -3.41813 -0.45323 -0.93
C -3.03568 -2.20706 2.09930 -0.10
C -1.34881 1.57920 2.39953 0.86
H 2.16266 4.44392 3.10136 0.37
H -1.69049 6.20247 2.66973 0.38
H 4.74647 -3.94735 3.10711 0.33
H 0.99248 2.05903 -4.76817 0.35
H -1.59525 -3.23093 3.31582 0.15
H 3.39303 -4.80498 3.83687 0.35
H 2.96258 2.27333 -3.74030 0.30
H 5.06646 0.44965 -0.50459 0.46
H -0.66493 1.70452 -4.25872 0.26
H 4.39283 -5.60925 2.62752 0.36
H 3.15759 -3.26565 -1.44282 0.56
H 0.12956 0.68050 -5.46903 0.34
H 1.16453 2.20836 2.82208 0.43
H -1.93711 -0.37653 -3.29580 0.13
H -2.53582 2.91719 -2.08369 0.23
H -3.96490 3.62278 -1.31683 0.30
H -3.92969 1.23310 -3.24601 0.14
H -0.09999 -3.03835 1.31742 0.29
H -2.67432 3.96960 2.34587 0.44
H -0.44788 -2.68173 -1.18125 0.24
H 4.55637 -4.24704 0.31251 0.44
H -2.63619 -2.56251 1.13979 0.20
H -1.52613 -2.03749 -2.87966 0.41
H -3.03593 -2.73280 4.17830 0.38
H 3.28740 -1.20655 -0.22764 0.40
H -1.17921 -1.42473 -4.49471 0.40
H -4.58330 2.83288 -3.62909 0.39
H -3.10568 -4.12780 3.08529 0.38
H -5.36691 1.80074 -2.41920 0.34
H 0.73289 6.44409 3.00707 0.38
H 4.92943 2.15621 -2.26925 0.41
H -4.12050 -2.09252 1.97944 0.39
H 1.32729 -3.97106 3.06961 0.37
```

Summary:
Lowest unoccupied orbital energy, eV: -2.5
Orbital gap, eV: 3.862
Energy relative to the best compared isomer or geometry (same formula, charge and spin), kcal/mol: 29.71
HOMO level, eV: -6.397
M, u: 511.62
Spin multiplicity: 1

---

The following is a quantum chemistry calculation of a structure of composition C32H34BCoF2N8O3S, from the Open Molecules 2025 dataset.

The geometry in XYZ format:
```
82
Properties=species:S:1:pos:R:3:mulliken_charge:R:1
Co 1.05591 0.98718 0.71512 -0.90
S -4.03242 -4.79224 -4.35140 1.29
F 2.79360 0.51581 5.64757 -0.36
F 5.94615 0.50081 2.21927 -0.34
O -3.97376 -4.30084 -5.71951 -0.68
O -5.20401 -4.34767 -3.60923 -0.71
O -3.70923 -6.20080 -4.19741 -0.71
N 0.10388 -0.53063 1.30276 1.33
N -0.01366 2.13208 1.82162 0.40
N -1.34739 1.88447 1.81190 0.58
N 2.64652 0.55524 -0.48797 0.25
N -1.48901 1.33812 -0.59292 0.68
N 0.38115 -1.87753 -1.53388 0.22
N -1.24430 -0.49351 1.10580 0.44
N -0.18534 1.69139 -0.78780 0.19
C 2.02718 0.65333 3.43663 -0.14
C 4.39655 0.52416 3.95082 -0.89
C -2.85531 -2.62939 -3.11337 -0.78
C -3.19193 -2.03795 1.02053 -1.37
C 2.64083 0.34668 -1.80908 -0.47
C -1.39639 2.33450 -2.55089 -1.33
C -1.82427 -1.94832 -2.49046 0.41
C -3.44302 2.73043 2.84984 -1.50
C -1.75017 -1.72871 1.22906 0.72
C 4.65749 0.55533 2.59826 0.81
C -2.67537 -3.93782 -3.53840 -0.21
C 0.44965 -1.80853 1.52125 0.74
C -0.13157 2.33556 -1.96196 0.52
C -0.40504 -3.86958 -2.71760 -0.74
C 3.07019 0.56185 4.33850 0.25
C -3.69600 1.43048 -1.74247 -1.45
C 1.07628 3.07510 -2.44354 -1.69
C 3.82342 0.52459 0.18703 -0.49
C -2.23374 1.70508 -1.64829 0.83
C -0.70156 -2.58470 1.51961 -1.57
C -1.44707 -4.54787 -3.34288 -0.57
C -1.96663 2.73407 2.64544 0.92
C 1.56482 3.75528 2.86677 -1.54
C 5.00192 0.13766 -1.85960 -0.57
C 3.79343 0.12515 -2.53452 -1.43
C -0.59356 -2.56625 -2.27861 -0.03
C 1.84935 -2.29591 1.67658 -1.52
C 2.32646 0.70631 2.08743 1.50
C 3.65096 0.62984 1.64018 0.21
C 0.21623 3.15087 2.65220 0.84
C 5.02131 0.33954 -0.48916 -1.10
C -1.00187 3.55563 3.20237 -1.45
B -1.91756 0.85258 0.80926 -0.53
H -1.32602 -5.57253 -3.67090 0.47
H -3.96844 2.98163 1.92815 0.26
H -3.10279 0.78283 0.89524 -0.10
H 0.81460 4.12375 -2.58684 0.44
H -1.96231 -0.92838 -2.14926 0.41
H 1.67923 0.35239 -2.29532 0.90
H 1.43192 2.69672 -3.40217 0.35
H 0.54729 -4.36380 -2.54942 0.35
H 1.89130 3.03374 -1.72462 0.23
H 0.22946 -0.88311 -1.47521 -0.80
H 2.51760 -1.82989 0.95332 0.22
H -3.91726 0.38973 -1.50587 0.22
H 2.27371 3.44269 2.10190 0.21
H 2.24138 -2.09616 2.67415 0.24
H 5.95093 0.33416 0.05450 0.62
H -3.83361 -1.41712 1.64590 0.26
H -3.82236 -2.16470 -3.26736 0.38
H 1.86546 -3.37151 1.51047 0.50
H -3.70864 3.46343 3.60811 0.40
H -1.16045 4.36048 3.90003 0.52
H -3.37842 -3.08350 1.25340 0.42
H -3.79358 1.75143 3.17547 0.29
H -4.04063 1.62748 -2.75495 0.44
H 1.33976 -2.17138 -1.59697 0.28
H -1.67267 2.76226 -3.49989 0.55
H -3.46382 -1.88243 -0.02484 0.22
H 3.73138 -0.05167 -3.59838 0.53
H 1.97416 3.47291 3.83717 0.25
H -4.26234 2.06091 -1.05542 0.27
H 5.19783 0.45969 4.67250 0.55
H 1.48602 4.84159 2.83868 0.51
H 1.00722 0.68076 3.79798 0.58
H 5.92983 -0.02114 -2.39311 0.44
H -0.75879 -3.65211 1.64872 0.54
```

Summary:
Lowest unoccupied orbital energy (alpha / beta), eV: -2.6 / -2.5
Orbital gap (alpha / beta), eV: 4.206 / 4.286
Energy relative to the best compared isomer or geometry (same formula, charge and spin), kcal/mol: 38.43
HOMO level (alpha / beta), eV: -6.765 / -6.765
M, u: 718.49
Spin multiplicity: 1

---

The following is a quantum chemistry calculation of a structure of composition C32H34Cl3FeN5OSSiTe, from the Open Molecules 2025 dataset.

The geometry in XYZ format:
```
79
Properties=species:S:1:pos:R:3:mulliken_charge:R:1
Te -0.54880 -0.68087 1.15004 0.59
Fe 1.45276 -2.72360 -1.91383 -0.14
Cl 4.74812 -0.77731 -1.24748 -0.29
Cl 4.44451 -2.54935 -4.01609 -0.37
Cl 4.82991 -3.96814 -1.12865 -0.38
S 1.51333 -3.88607 0.02381 -0.47
Si 3.73051 -2.41912 -2.03368 0.73
O 2.43352 0.12791 -2.99160 -0.76
N 0.32065 -4.34015 -2.45876 0.68
N 0.23764 -6.17138 0.49335 -0.47
N 1.16718 -1.03111 -1.44222 0.40
N 1.06798 -2.36507 -4.08640 -0.20
N -0.06432 -5.34814 -1.61189 -1.30
C -1.79982 -0.03774 2.76747 -0.15
C 2.17842 0.61434 1.53267 1.15
C -0.73531 -1.18341 -5.84846 -0.26
C 3.09924 1.64788 1.62724 -1.08
C 0.36902 1.04718 -2.35403 0.55
C -3.17779 0.07879 2.53838 1.06
C 0.17398 0.18218 4.36817 -1.50
C 0.74361 2.37247 -2.54941 -0.45
C 3.74375 4.07892 1.62840 -1.67
C -0.21566 3.34560 -2.78410 -0.73
C 0.58045 -0.78125 -5.81240 -0.94
C -4.40820 1.49559 5.85614 -1.55
C -0.22232 -2.78237 -4.15707 0.85
C -0.58402 -3.84884 -3.22581 -0.32
C -4.00630 0.56781 3.54490 -1.04
C 0.51174 -5.20755 -0.44777 0.62
C -2.14389 0.81046 5.00001 -0.97
C -1.14435 -2.21573 -5.02102 -0.77
C 1.37867 3.26283 1.33447 -0.76
C -3.80259 -0.28478 1.21566 -1.64
C -1.28509 0.31277 4.02379 1.28
C 1.43845 -0.01986 -2.25203 -0.07
C -1.55990 2.99794 -2.85047 -0.42
C -1.00162 2.68660 0.96354 -1.90
C 1.44992 -1.39781 -4.91813 0.01
C -0.97959 0.71082 -2.38046 0.27
C 0.82568 0.92553 1.30636 0.49
C 0.41878 2.25612 1.20698 1.06
C -1.93971 1.67864 -2.64555 -0.97
C 2.71793 2.98188 1.53345 0.79
C 2.66121 -0.79839 1.69757 -1.46
C -3.50621 0.95280 4.78011 0.66
H -1.61763 -4.18196 -3.15827 0.35
H -1.44209 -0.70418 -6.51411 0.42
H 1.79769 2.61942 -2.53601 0.48
H -2.98772 1.40401 -2.68299 0.40
H -3.60228 -1.32294 0.94477 0.29
H -5.07083 0.65822 3.35176 0.22
H -1.26475 -0.31849 -2.19413 0.48
H -0.05303 -7.06007 0.11882 0.26
H 0.61294 -0.68552 3.87614 0.07
H -3.39858 0.33131 0.40823 0.19
H -1.01339 3.61335 0.39014 0.54
H 0.94515 0.01626 -6.44364 0.41
H 2.48654 -1.11105 -4.86001 0.53
H -4.09529 2.49485 6.16555 0.32
H 0.08510 4.37724 -2.92560 0.38
H 4.29249 4.02476 2.57102 0.34
H 4.47541 3.99889 0.82179 0.33
H 2.21051 -1.26548 2.57650 0.18
H -1.73064 1.08640 5.96612 0.41
H -2.16641 -2.57230 -5.02747 0.37
H 2.38576 -1.39852 0.83128 -0.22
H 1.05928 4.29688 1.24216 0.27
H 4.14537 1.39975 1.77558 0.35
H 3.27573 5.06155 1.56404 0.37
H -4.88383 -0.14706 1.25460 0.39
H 0.87991 -6.20701 1.26652 0.23
H 0.74059 1.05685 4.04018 0.26
H -2.30920 3.75584 -3.04684 0.38
H 0.30192 0.07777 5.44656 0.51
H -1.55761 1.93573 0.40377 -0.11
H -1.52684 2.85708 1.90707 0.31
H -4.39056 0.85967 6.74383 0.33
H 3.74448 -0.82678 1.79849 0.45
H -5.43964 1.55853 5.50890 0.35
```

Summary:
Lowest unoccupied orbital energy (alpha / beta), eV: 2.0 / 1.9
Orbital gap (alpha / beta), eV: 6.638 / 6.666
Energy relative to the best compared isomer or geometry (same formula, charge and spin), kcal/mol: 15.47
HOMO level (alpha / beta), eV: -4.645 / -4.750
M, u: 854.62
Spin multiplicity: 2
Charge: -1
Expectation value of S²: 0.90